Here is a 2-piece molecular cluster, C43H44BN3O5 overall at a distorted geometry from OMol25. Energies are from ωB97M-V/def2-TZVPD.

Structure (XYZ):
```
96
Properties=species:S:1:pos:R:3:forces:R:3
C -4.4297 -5.0055 5.9716 -0.92 -0.66 0.02
C -3.2774 -4.1462 6.1654 1.43 0.99 0.44
C -2.5551 -3.8178 7.2810 -0.40 -0.19 -0.51
C -1.4768 -2.9985 6.8229 -0.10 -0.04 -0.10
C -1.5823 -2.8728 5.4689 0.04 -0.13 1.47
B -0.6767 -2.0616 4.4331 -0.76 -0.69 0.87
C 0.2533 -1.0279 5.1733 0.13 1.24 0.22
C 0.3362 0.3369 5.1311 0.07 -0.29 0.01
C 1.3810 0.7387 6.0309 0.17 -0.63 0.25
C 1.8736 -0.4132 6.5874 -1.36 0.52 -1.55
C 2.9034 -0.6786 7.5730 0.77 -0.11 0.66
O 1.2181 -1.4981 6.0428 -0.04 0.83 0.35
C 0.2640 -3.0905 3.7250 0.28 -1.20 -0.74
C 0.1316 -4.4202 3.4136 0.05 0.33 0.06
C 1.3149 -4.8235 2.7169 0.50 0.72 -0.08
C 2.1196 -3.7097 2.6560 -1.90 -0.58 0.77
C 3.4004 -3.4142 2.0496 1.07 -0.01 -0.30
O 1.4993 -2.6611 3.2943 0.07 -0.73 -0.77
C -1.7873 -1.4407 3.5166 0.13 0.71 -1.51
C -2.0067 -1.5179 2.1683 0.10 0.08 0.25
C -3.1108 -0.6536 1.8631 -0.15 0.19 0.57
C -3.5124 -0.1091 3.0547 1.35 -1.34 -0.62
C -4.5035 0.8886 3.3990 -0.82 0.65 0.18
O -2.7348 -0.6103 4.0758 -0.02 0.37 -0.98
O -2.7130 -3.5555 5.0559 0.20 -0.38 0.65
H -4.7402 -5.3547 6.9613 -0.10 -0.04 -0.18
H -5.2752 -4.4769 5.5142 0.10 -0.13 -0.02
H -4.1909 -5.8899 5.3642 -0.10 0.19 0.02
H -2.7532 -4.1194 8.3086 -0.06 0.01 -0.39
H -0.7146 -2.5463 7.4389 0.02 -0.03 -0.13
H -0.2848 0.9886 4.5224 0.10 -0.23 0.18
H 1.7122 1.7531 6.2253 0.00 -0.24 0.11
H 3.3607 0.2763 7.8476 0.07 -0.19 0.06
H 2.4976 -1.1408 8.4818 0.10 0.01 -0.13
H 3.6719 -1.3402 7.1584 0.01 0.04 0.18
H -0.7192 -5.0458 3.6693 0.20 0.26 -0.09
H 1.5250 -5.8090 2.3128 0.09 0.25 0.05
H 3.7932 -4.3259 1.5915 0.10 0.12 0.03
H 3.3056 -2.6473 1.2691 0.06 0.02 0.07
H 4.1105 -3.0535 2.8043 0.04 0.00 -0.23
H -1.4274 -2.1285 1.4765 -0.17 0.21 0.27
H -3.5313 -0.4667 0.8810 -0.09 0.07 0.23
H -5.0335 1.1672 2.4861 -0.10 0.07 0.12
H -5.2234 0.5018 4.1248 -0.03 0.11 0.00
H -4.0419 1.7887 3.8183 -0.07 -0.05 0.03
C 0.0708 4.1040 -7.3214 0.31 -0.08 -0.50
N 0.0334 3.6087 -5.9652 -0.45 0.11 0.43
C -0.8725 4.1017 -5.0707 -0.78 1.07 -0.37
O -1.6892 4.9906 -5.2962 1.18 -1.38 0.45
C -0.6772 3.3514 -3.7563 -0.13 0.88 0.17
C -1.9276 2.5879 -3.3181 -0.19 -0.38 0.01
C -3.1056 3.4936 -3.0469 -0.20 0.06 0.13
C -4.2817 3.3530 -3.7874 0.19 0.32 0.02
C -5.3291 4.2607 -3.6190 0.11 0.04 0.26
C -5.2220 5.2845 -2.6673 0.24 -0.23 -0.11
C -4.0693 5.3801 -1.8770 0.05 -0.19 -0.07
C -3.0160 4.4777 -2.0592 -0.33 0.11 -0.27
N 0.4482 2.4624 -4.0589 0.95 -1.65 2.08
C 0.9220 1.6353 -3.0983 -0.97 1.58 -1.20
C 1.9860 0.7511 -3.2840 1.13 -1.27 0.28
C 2.5280 -0.1481 -2.3639 -0.68 1.33 -0.79
C 3.6768 -0.9633 -2.6910 1.18 -0.80 -0.36
C 4.3063 -1.8006 -1.7205 -0.50 0.55 -0.45
C 5.3940 -2.5966 -2.0558 0.23 -0.06 -0.12
C 5.9216 -2.5812 -3.3598 -0.79 0.40 0.40
C 7.0294 -3.4277 -3.6908 2.23 -1.75 -0.60
N 7.9297 -4.1359 -3.9428 -2.19 1.76 0.58
C 5.3415 -1.7430 -4.3251 -0.05 0.12 -0.04
C 4.2512 -0.9516 -3.9978 -0.09 -0.03 0.39
C 0.9390 2.5825 -5.4522 0.05 0.20 -0.98
C 0.7419 1.2813 -6.2448 -0.25 -0.09 0.13
C 2.3829 3.1043 -5.5454 -0.04 0.16 0.30
H -0.7130 4.8574 -7.4405 0.15 -0.20 0.18
H 1.0410 4.5648 -7.5482 -0.21 -0.05 0.05
H -0.1046 3.2934 -8.0412 0.00 0.18 0.15
H -0.3747 4.0746 -2.9729 -0.15 -0.30 -0.39
H -2.1842 1.8706 -4.1146 0.06 0.11 0.29
H -1.6742 2.0193 -2.4106 -0.14 0.03 -0.21
H -4.3464 2.5441 -4.5187 -0.08 0.30 0.13
H -6.2266 4.1675 -4.2332 0.25 0.04 0.24
H -6.0350 6.0037 -2.5411 0.29 -0.27 -0.03
H -3.9831 6.1581 -1.1157 -0.08 -0.24 -0.25
H -2.1111 4.5370 -1.4499 -0.30 0.12 -0.08
H 0.4271 1.7386 -2.1280 0.12 -0.13 -0.28
H 2.4390 0.7789 -4.2693 -0.11 -0.07 0.42
H 2.1043 -0.2246 -1.3599 0.09 -0.01 -0.18
H 3.9378 -1.7961 -0.6957 0.01 -0.12 -0.21
H 5.8654 -3.2423 -1.3127 -0.24 0.25 -0.15
H 5.7528 -1.7063 -5.3356 -0.12 -0.05 0.35
H 3.8521 -0.2995 -4.7771 0.14 -0.34 0.24
H -0.3313 1.0449 -6.2833 0.32 -0.01 -0.01
H 1.1147 1.4017 -7.2708 -0.09 -0.01 0.34
H 1.2663 0.4450 -5.7759 -0.11 0.09 -0.24
H 2.4214 4.1189 -5.1238 0.08 -0.30 -0.09
H 3.0813 2.4686 -4.9954 -0.02 0.17 -0.18
H 2.6990 3.1504 -6.5971 -0.15 -0.06 0.35
```
Forces are in eV/Å.

As for the LUMO energy: -3.882 eV. The net charge is 0. Its energy above the lowest of the compared OMol25 structures with the same formula, charge and spin is 0.0 kcal/mol. The calculated total energy comes out at -2230.117453 a.u.

=====

Here is C9H5F6N10O2RhS2Sb as an isolated structure at a distorted geometry from OMol25. Energies are from ωB97M-V/def2-TZVPD.

Structure (XYZ):
```
36
Properties=species:S:1:pos:R:3:forces:R:3
Rh 0.9645 -0.0693 -0.7652 -0.94 -0.43 -0.19
N -0.8609 -2.6301 0.3259 -0.19 -0.18 -0.07
C -1.4733 -1.4154 0.1989 -0.01 0.07 0.12
N -2.7725 -1.2394 0.3147 -0.01 0.22 0.11
N -2.9341 0.0803 0.2005 -0.02 -0.05 -0.12
N -1.7915 0.6732 0.0008 0.03 -0.06 0.13
N -0.8331 -0.2515 0.0239 -0.34 0.04 -0.45
C 0.4573 -2.7864 0.3634 0.14 0.11 0.26
N 1.1078 -3.9021 0.7364 0.10 0.11 -0.07
N 2.3642 -3.5595 0.7642 -0.01 -0.05 0.07
N 2.5229 -2.2734 0.4106 0.00 -0.03 -0.15
N 1.3428 -1.7805 0.1633 0.17 0.03 -0.19
H -1.4589 -3.4366 0.4797 0.04 -0.01 0.01
F 0.1712 -0.6787 -3.0489 0.00 -0.16 0.19
Sb 1.8469 -0.5825 -3.9827 0.21 0.03 -0.26
F 3.6100 -0.4706 -4.5707 0.02 0.06 0.02
F 2.5311 -0.4578 -2.0807 0.28 0.22 -0.02
F 1.9806 -2.4343 -3.8044 -0.05 -0.07 0.08
F 1.7133 1.2874 -3.8781 -0.04 0.07 0.12
F 1.0370 -0.6151 -5.6545 0.00 -0.10 -0.02
O 5.2098 0.1624 1.8766 -0.01 0.01 0.00
S 4.8069 1.5185 1.7034 -0.06 0.02 0.03
O 5.2285 2.5393 2.6052 0.01 -0.01 0.00
N 3.0992 1.5539 1.6421 0.15 0.00 -0.09
C 2.7339 1.9075 0.4761 -0.23 0.16 0.19
S 0.9645 1.8679 0.1642 0.78 0.03 0.37
C 3.7666 2.2337 -0.5305 -0.03 -0.02 -0.01
C 3.6290 2.6447 -1.8419 0.01 0.00 -0.03
C 4.7887 2.8391 -2.5840 0.00 0.00 0.00
C 6.0420 2.6338 -2.0195 0.00 0.00 0.01
C 6.1786 2.2294 -0.6928 0.00 0.00 -0.03
C 5.0208 2.0373 0.0237 0.03 0.00 0.01
H 2.6561 2.7897 -2.2882 -0.04 -0.01 -0.02
H 4.7114 3.1427 -3.6190 0.00 0.00 0.00
H 6.9284 2.7859 -2.6205 0.00 0.00 0.00
H 7.1524 2.0674 -0.2515 -0.01 0.00 0.01
```
Forces are in eV/Å.

As for the LUMO energy (spin up / spin down): -3.701 / -4.904 eV. Its spin multiplicity is 2. The net charge is 0. Its energy above the lowest of the compared OMol25 structures with the same formula, charge and spin is 42.5 kcal/mol. As for the expectation value of S²: 0.782. The calculated total energy comes out at -2790.338272 a.u.

=====

Here is one molecule with the formula C13H27N3O5SSi at a distorted geometry from OMol25. Energies are from ωB97M-V/def2-TZVPD.

Structure (XYZ):
```
50
Properties=species:S:1:pos:R:3:forces:R:3
C 3.3018 -1.2739 2.8735 0.16 0.35 -0.22
C 2.9111 -1.9972 1.6080 -0.07 -1.78 -0.03
O 2.5510 -3.1648 1.6824 -0.06 1.17 -0.21
N 2.9162 -1.3422 0.3435 -0.24 1.38 1.37
C 3.9577 -0.2901 0.2155 0.00 -0.38 -0.53
Si 1.3052 -0.8895 -0.2084 0.01 -1.27 -2.03
C 1.2766 0.6331 -1.2917 -0.07 0.64 0.49
C 0.2681 1.7021 -0.8104 0.56 -0.70 0.17
C -0.0158 2.7775 -1.8383 -0.96 0.12 0.63
C -0.7748 3.9388 -1.1888 0.71 -0.03 0.28
C -2.0728 3.5137 -0.5537 -0.35 0.21 0.32
N -2.8288 4.6811 -0.0534 0.02 -0.35 -0.12
C 0.6236 -2.3172 -1.2173 0.14 0.32 1.41
C -0.1288 -3.3487 -0.3350 -0.21 0.05 -1.35
C -1.6398 -3.2729 -0.5990 0.22 -0.41 0.86
C -2.3993 -2.5244 0.5059 -0.77 -0.48 -0.90
S -3.0340 -0.9506 -0.0525 1.21 1.11 0.69
O -2.9462 0.0185 1.0028 -0.36 -0.18 0.47
O -2.4046 -0.5760 -1.2771 -0.25 -0.44 -0.60
O -4.5787 -1.2205 -0.2958 0.02 -0.23 -0.30
O 0.1749 -0.7526 1.0953 0.76 0.40 0.21
C 0.4595 0.1604 1.9629 -0.29 1.26 1.16
N 0.6684 1.0033 2.7450 -0.16 -1.33 -1.14
H 3.7650 -0.3098 2.7155 0.07 0.15 -0.01
H 3.9425 -1.8914 3.4870 0.14 -0.25 0.02
H 2.3958 -1.0873 3.4375 -0.26 -0.05 0.08
H 4.7575 -0.4635 0.9193 0.12 0.00 0.22
H 3.5932 0.7270 0.3035 -0.07 0.17 0.27
H 4.4045 -0.3918 -0.7674 0.04 0.04 -0.24
H 0.9707 0.3173 -2.2853 -0.02 -0.33 -0.18
H 2.2471 1.1072 -1.4161 0.20 -0.02 0.00
H 0.6461 2.1220 0.1195 0.07 0.32 0.11
H -0.6462 1.1883 -0.5343 -0.34 0.06 -0.05
H 0.8947 3.1298 -2.3068 0.19 0.03 -0.23
H -0.7003 2.3477 -2.5665 0.24 -0.11 -0.55
H -0.9260 4.7564 -1.8854 -0.23 0.07 -0.24
H -0.1369 4.3381 -0.3972 0.11 0.19 0.11
H -1.9022 2.8320 0.2761 0.30 -0.32 0.03
H -2.6769 2.9564 -1.2656 -0.23 0.08 -0.24
H -3.6552 4.3060 0.3972 -0.23 0.16 -0.04
H -2.2950 5.0679 0.7167 0.09 0.21 0.00
H -0.0148 -1.9025 -1.9862 -0.24 -0.01 -0.20
H 1.4775 -2.7764 -1.7008 0.24 -0.05 -0.13
H 0.0916 -3.2460 0.7197 0.05 0.00 0.20
H 0.2031 -4.3394 -0.6213 0.13 -0.22 0.05
H -2.0339 -4.2826 -0.6405 -0.13 -0.20 0.11
H -1.8511 -2.8414 -1.5649 0.01 0.18 -0.24
H -3.2744 -3.1116 0.7566 -0.25 0.08 0.29
H -1.8268 -2.3657 1.4067 0.19 0.32 0.10
H -5.0402 -0.6946 0.3695 -0.22 0.08 0.10
```
Forces are in eV/Å.

As for the LUMO energy: 0.320 eV. The net charge is 0. As for the SMILES: CC(=O)N(C)[Si@@](CCCCCN)(CCCCS(=O)(=O)O)OC#N. The calculated total energy comes out at -1739.741566 a.u.

=====

Here is one molecule with the formula C22H31N3O4S at a distorted geometry from OMol25. Energies are from ωB97M-V/def2-TZVPD.

Structure (XYZ):
```
61
Properties=species:S:1:pos:R:3:forces:R:3
C 5.6960 2.5572 -0.2894 -0.11 0.14 -0.14
C 4.3287 2.0629 -0.7063 0.32 0.14 0.12
O 3.5962 2.7231 -1.4107 -0.12 0.16 -0.16
N 3.9849 0.8125 -0.2703 0.00 -0.16 -0.18
C 2.8512 0.1101 -0.6806 -0.39 -0.32 -0.13
C 1.7596 0.5622 -1.4053 -0.06 0.14 -0.05
C 0.7508 -0.3478 -1.6918 -0.04 -0.02 -0.04
C 0.8318 -1.6545 -1.2551 -0.54 -0.49 -0.24
S -0.5312 -2.7755 -1.5768 -0.15 -0.06 0.09
O 0.0094 -4.0966 -1.7044 0.20 0.07 0.26
O -1.3141 -2.2257 -2.6453 0.05 0.29 0.12
N -1.5013 -2.7830 -0.2334 0.46 -0.13 -0.94
C -1.0282 -3.4367 0.9612 0.54 -0.27 0.41
C -0.4144 -2.4451 1.9513 -0.24 0.00 -0.03
C -1.4079 -1.3253 2.2454 0.16 0.08 -0.09
C -1.8251 -0.6247 0.9485 -0.26 -0.14 0.32
C -2.9295 0.3895 1.2491 0.45 -0.17 0.02
O -3.6406 0.2516 2.2299 -0.17 -0.21 0.25
N -3.1008 1.4221 0.3959 -0.15 0.42 -0.10
C -2.4122 1.6801 -0.8476 0.11 -0.22 -0.37
C -3.3744 1.5473 -2.0314 0.10 0.28 0.07
C -4.5596 2.4915 -1.8496 -0.12 -0.30 0.01
C -5.2284 2.2222 -0.5044 0.20 0.26 -0.01
C -4.2022 2.3414 0.6204 -0.45 -0.08 0.25
C -2.3951 -1.6766 -0.0205 -0.16 0.61 -0.20
C 1.9387 -2.1207 -0.5600 0.14 0.08 -0.03
C 2.9469 -1.2285 -0.2781 -0.13 0.18 0.02
C 4.2582 -1.4476 0.4139 0.12 -0.01 -0.18
C 4.7410 -0.0100 0.6798 0.28 -0.02 0.61
C 4.4030 0.4099 2.1119 0.16 -0.03 -0.22
H 5.8251 3.5590 -0.6899 -0.04 -0.03 0.01
H 6.4692 1.9121 -0.7025 0.09 -0.06 0.03
H 5.8043 2.5895 0.7907 0.06 -0.05 0.10
H 1.7074 1.5828 -1.7436 -0.01 0.01 -0.01
H -0.1050 -0.0606 -2.2822 -0.08 0.12 -0.08
H -0.3106 -4.1921 0.6404 -0.09 -0.11 0.21
H -1.8805 -3.9409 1.4313 0.05 -0.02 -0.06
H 0.5002 -2.0208 1.5305 0.02 -0.06 0.07
H -0.1561 -2.9689 2.8728 0.06 -0.02 0.01
H -0.9687 -0.5955 2.9286 -0.08 -0.02 0.05
H -2.3010 -1.7291 2.7248 0.00 0.04 0.05
H -0.9459 -0.1450 0.5102 -0.08 -0.02 -0.04
H -2.0249 2.7071 -0.8130 0.07 -0.09 -0.03
H -1.5712 1.0041 -0.9744 0.03 0.05 0.08
H -3.7315 0.5176 -2.0930 0.03 -0.07 -0.03
H -2.8412 1.7756 -2.9550 0.03 -0.05 -0.05
H -4.2086 3.5260 -1.8804 0.00 0.07 -0.04
H -5.2754 2.3553 -2.6615 0.01 0.08 -0.05
H -5.6466 1.2140 -0.4971 -0.07 -0.04 0.04
H -6.0399 2.9300 -0.3317 -0.06 -0.02 0.03
H -3.8046 3.3619 0.6580 0.00 -0.01 0.01
H -4.6482 2.0937 1.5843 0.10 0.13 -0.12
H -2.5999 -1.2551 -1.0044 -0.23 0.09 0.12
H -3.3303 -2.0654 0.4000 0.03 0.03 -0.05
H 1.9939 -3.1608 -0.2812 0.08 -0.15 0.08
H 4.1582 -2.0175 1.3365 0.05 0.02 0.04
H 4.9418 -1.9877 -0.2454 0.03 -0.01 0.03
H 5.8130 0.0954 0.5009 -0.13 -0.02 -0.02
H 4.6221 1.4609 2.2802 0.01 0.09 0.04
H 4.9803 -0.1801 2.8189 0.04 -0.07 0.11
H 3.3438 0.2495 2.3012 -0.13 -0.03 0.03
```
Forces are in eV/Å.

As for the LUMO energy: 0.450 eV. The net charge is 0. Its energy above the lowest of the compared OMol25 structures with the same formula, charge and spin is 4.0 kcal/mol. As for the SMILES: CC(=O)N1c2ccc(S(=O)(=O)N3CCC[C@H](C(=O)N4CCCCC4)C3)cc2C[C@@H]1C. The calculated total energy comes out at -1720.395131 a.u.